Record 1
Computed, not measured: a 13-piece molecular cluster, C36H70O37S5 overall in a non-equilibrium geometry, with ωB97M-V/def2-TZVPD.

```
! RIJCOSX wB97M-V def2-TZVPD def2/J DEFGRID3
* xyz 0 1
C -3.37 -1.09 -3.99
O -0.60 3.61 -2.79
H 7.56 4.07 -5.04
O -1.39 -1.34 -0.20
H -3.90 3.75 -1.85
H 2.79 -6.75 -5.76
H 5.09 -3.13 3.87
O 4.55 -2.73 -2.67
S 3.21 -8.11 -3.99
H 0.80 -2.77 4.03
H -1.00 0.43 1.27
H 3.21 1.88 -2.19
H -5.14 4.57 1.31
O -4.93 2.54 -0.56
C -4.57 1.32 -0.08
H -8.23 4.47 6.54
C 3.69 0.95 -2.49
C 2.54 -6.36 -2.20
S -0.44 -0.71 -1.04
O -4.65 -1.60 -4.32
H 1.24 5.12 -1.24
H -3.83 3.97 2.23
H 7.15 3.15 -3.50
O 2.10 -7.38 -3.12
C 5.47 -2.99 2.86
H 0.47 -6.01 -1.86
C -2.43 -2.18 -4.51
H 3.69 -0.15 -5.87
H -4.13 1.53 5.65
H -1.54 -2.54 4.30
O 2.56 -9.07 -4.81
S -6.20 3.54 5.80
C -0.43 2.51 1.10
C -3.83 0.90 4.81
O 5.10 -1.65 2.52
C -2.72 1.65 4.10
H -1.76 -1.61 2.86
O 3.42 -0.73 1.33
H 0.71 0.70 1.32
O 2.77 -2.55 -4.01
H 5.47 -4.21 1.07
O -2.80 -1.94 7.02
O 0.11 5.71 -2.81
O -5.03 0.81 0.89
H -7.97 4.77 4.80
H 4.15 -4.61 2.28
H 1.69 -1.08 -4.99
C -5.28 -0.92 6.84
H 5.53 1.99 -2.55
H -4.91 2.39 -2.59
C 6.79 3.67 -4.39
H 1.40 -4.86 -1.02
O -3.22 -2.81 -5.52
O -0.43 0.59 -4.92
H 3.08 0.31 -3.12
H 1.25 -1.69 0.22
H 6.54 -3.17 2.86
H -2.15 2.16 -1.27
C -3.06 1.77 -1.72
H -3.05 2.67 3.88
H 1.95 -0.59 -0.85
H -4.70 0.76 4.17
O -6.68 2.23 5.47
H -2.86 1.30 -2.68
H 0.63 -1.48 2.83
H 3.00 -5.50 -2.68
H 3.82 -5.82 -4.70
H 2.20 3.43 3.90
C 0.27 -2.46 3.13
O 0.76 0.22 5.35
H -5.73 0.00 7.17
H 1.18 3.15 -3.59
C 1.21 4.95 -2.32
O -5.31 4.09 4.58
H -2.24 -2.91 -3.73
O -3.15 0.44 7.60
O -2.01 5.26 -3.40
H 3.32 -6.81 -1.58
O 6.53 1.39 -5.66
C -5.77 3.90 3.24
H -3.17 -0.13 -4.48
O -0.23 0.83 -0.60
O -3.53 0.79 -0.77
C 4.08 -1.67 1.65
H 3.78 2.88 5.34
C 3.75 -1.22 -5.63
H 1.12 2.86 -1.80
O 0.54 -3.45 2.15
C -0.21 1.04 0.83
C 1.26 1.28 5.48
C 4.95 1.35 -3.23
S 5.79 2.57 -5.38
O 4.32 -8.47 -3.16
H -2.49 1.21 3.13
H -6.98 5.67 6.00
H 2.17 5.23 -2.75
O 5.15 3.32 -6.40
C -7.51 4.75 5.78
H -4.59 5.61 2.59
C -4.53 -2.51 -5.32
O -0.70 -0.70 -2.46
O 2.45 1.53 6.06
C -4.23 2.71 -1.81
C 3.67 -6.80 -5.14
H 1.34 -2.12 -1.58
H -1.51 -1.74 -4.89
C -1.25 -2.49 3.25
O -5.43 -2.99 -5.91
C 4.07 -2.37 -3.69
O 0.73 2.43 4.98
H 2.87 3.36 6.84
H 0.04 3.16 0.36
C -0.95 4.89 -3.03
H 1.29 -6.57 -0.44
O -0.59 -5.17 1.21
C 4.75 -3.85 1.80
S -3.50 -0.72 6.82
H 0.44 0.99 -5.05
H 4.13 -1.65 -6.56
O 4.69 -1.64 -4.64
H -5.81 2.85 2.92
H 3.95 0.58 -1.50
C 1.40 -5.91 -1.30
C 2.42 -1.86 -5.21
O -1.64 -3.60 2.43
C 0.81 3.50 -2.63
H -3.23 -0.96 -2.92
H 0.05 2.76 2.05
C -4.74 4.56 2.33
H 5.67 0.57 -3.45
O -3.30 -0.34 5.28
H 4.61 -7.01 -5.65
H -1.49 2.76 1.16
O -5.38 3.72 6.95
H -5.53 -1.73 7.52
O 4.61 2.19 -4.35
H -0.38 0.16 -4.05
C 1.18 -1.36 -0.82
C 1.74 3.43 4.89
H 1.37 4.40 5.21
H -1.85 1.73 4.76
C -0.56 -4.13 1.79
H -6.73 4.38 3.07
H 6.17 4.50 -4.06
C 2.82 2.90 5.86
H 2.03 -2.58 -5.92
O 3.86 -2.91 1.19
H -5.63 -1.15 5.84
*
```

Values from the calculation:
- total energy (eV) = -168398.765
- Kohn-Sham gap (eV) = 10.2
- LUMO level (eV) = -0.482

---

Record 2
Computed, not measured: a 5-piece molecular cluster, C36H71ClN6O10S3 overall in a non-equilibrium geometry, with ωB97M-V/def2-TZVPD.

```
! RIJCOSX wB97M-V def2-TZVPD def2/J DEFGRID3
* xyz 0 1
H 1.67 0.43 3.40
C -2.69 0.10 0.48
H 4.53 1.37 11.79
H 5.30 3.99 7.35
H -8.10 1.72 -0.28
C 5.45 3.28 8.17
H -1.64 2.34 -7.00
N 1.48 -6.66 -4.68
H 1.15 1.52 5.59
C 1.90 -6.02 -5.93
C -5.07 -0.15 -6.78
H -1.76 0.34 3.67
C 3.05 -6.80 -6.59
C 4.99 2.13 11.15
C 7.96 0.23 9.74
C 1.08 -0.76 -1.65
C 3.32 4.09 3.85
C -2.66 1.97 -7.15
H 8.68 0.34 10.56
C 3.44 -4.81 -2.85
H -5.57 -0.22 0.27
S -1.51 3.11 -3.77
O -8.94 -1.64 -2.94
H 0.37 2.69 6.67
H -4.21 0.25 -4.86
H 4.14 -4.42 -2.11
C -1.06 2.25 4.32
H 3.25 -2.14 -1.57
C 2.25 3.33 5.84
O 3.10 3.00 4.73
C 6.52 0.46 10.22
C -0.37 -0.03 -1.25
H -0.34 -5.63 -4.48
H -3.26 2.65 -11.15
C 4.68 -7.85 -5.22
H -4.72 1.72 -5.65
H 6.80 2.47 10.30
C -3.36 1.35 -0.40
H -8.51 -0.69 0.54
H 3.09 2.61 10.31
H -7.27 -1.38 -0.79
O 4.25 -6.64 -5.83
C -6.13 1.56 -8.18
C 4.09 2.39 9.92
H 5.03 3.06 11.74
H -7.02 1.10 -1.79
H -5.77 2.31 -7.48
H 0.24 -6.46 -3.04
H 2.40 4.35 3.32
C -1.23 -0.55 0.05
N 0.11 3.09 4.63
H -4.75 2.77 0.84
H 3.24 -6.36 -7.58
H 3.99 -8.15 -4.43
H -1.64 2.79 3.57
H 1.61 0.37 1.63
O -4.86 2.76 -9.87
H -1.70 2.19 5.22
H -6.36 1.11 1.41
O -0.18 0.81 2.49
C 0.56 -5.84 -3.88
H -5.18 2.59 -1.02
H -7.16 1.30 -7.90
O -2.88 0.91 -6.23
S -0.52 -1.94 1.09
H -6.44 1.45 -10.35
H 2.30 -6.85 -4.11
H -3.36 2.80 -7.02
C -4.25 0.75 -5.83
C 9.24 2.08 8.95
H 3.68 -5.86 -3.01
C -7.31 0.92 -0.67
N -5.30 0.35 -8.14
O 4.47 3.53 9.16
H 2.24 -5.00 -5.75
C 1.11 -4.51 -3.32
H 8.05 -0.80 9.36
H 4.07 3.79 3.11
H 0.28 -4.02 -2.80
C -4.85 2.02 -0.05
H -0.08 -3.02 0.29
C -4.16 2.08 -10.91
O 8.26 1.10 8.64
C 1.23 0.89 2.51
C -0.97 1.22 -2.13
C 0.92 2.58 5.73
H -4.77 2.00 -11.81
C 2.23 -1.59 -1.82
H 5.86 0.39 9.34
H 6.45 3.46 8.57
N 6.38 1.75 10.88
H 1.43 -3.82 -4.10
C -5.97 0.89 0.33
H -6.86 3.00 -9.61
H 1.05 -5.99 -6.62
C -6.13 2.18 -9.59
O -10.73 -1.54 -1.14
H -3.85 1.08 -10.58
O 2.12 -4.69 -2.33
C -8.08 -0.55 -0.54
H 9.49 2.61 8.04
H -4.53 -1.10 -6.88
H -0.23 0.21 4.50
H -2.71 1.59 -8.17
C -0.79 0.83 3.79
H -3.28 -0.30 1.41
H 1.55 1.94 2.42
S -9.50 -0.77 -1.75
H 2.79 -7.85 -6.74
H 3.70 4.96 4.39
H 2.77 3.01 6.74
H 2.09 4.42 5.92
H -4.40 0.55 -8.56
H 3.98 1.51 9.29
C -2.44 1.87 -1.69
H 10.14 1.62 9.35
N -0.33 1.84 -3.37
H 0.68 3.15 3.79
H 5.66 -7.67 -4.76
H 8.84 2.80 9.67
H -6.03 -0.38 -6.31
N -2.82 3.01 -2.61
H 6.25 -0.34 10.92
H 3.58 -4.24 -3.78
Cl -10.21 1.02 -2.59
H 4.78 -8.65 -5.96
H 5.39 2.26 7.76
*
```

Values from the calculation:
- total energy (eV) = -112903.880
- Kohn-Sham gap (eV) = 6.5
- LUMO level (eV) = -1.749

---

Record 3
Computed, not measured: a 6-piece molecular cluster, C36H72B2F6IO26PS6 overall in a non-equilibrium geometry, with ωB97M-V/def2-TZVPD.

```
! RIJCOSX wB97M-V def2-TZVPD def2/J DEFGRID3
* xyz 0 1
H 1.53 -4.49 2.91
C 2.29 -2.18 1.17
B 3.58 -2.45 2.05
H -3.91 5.96 3.41
C -6.46 4.92 -0.93
H -1.36 -2.60 4.38
C 1.74 0.34 2.07
H 1.32 -1.01 -3.16
C 5.54 -3.67 3.31
H -5.25 6.68 -0.74
O -3.60 4.00 1.46
C -3.56 -6.45 -2.30
H 9.77 -7.18 -5.13
H -4.51 4.48 4.20
H 3.85 -4.69 2.35
B 1.49 -1.51 -1.32
H 3.92 -3.05 -3.60
H -0.29 -3.14 -1.66
C -1.83 2.18 -4.86
H 10.04 -2.63 -5.29
C 4.12 2.67 4.32
H -13.73 4.52 0.13
C -6.14 -2.66 -3.50
O -0.23 1.08 0.80
H -1.42 -1.36 3.17
H -6.34 -3.16 -4.44
H 8.68 -2.77 -4.19
H -0.79 1.95 -5.06
H -12.95 4.81 2.43
H 0.79 6.05 -3.75
O 1.75 -1.72 -2.67
H -11.82 5.64 1.36
H 7.46 4.51 4.22
F 4.45 0.36 4.33
H 3.11 -1.69 4.80
F 5.54 2.09 6.16
H -6.48 4.99 -2.02
H 11.60 -3.33 -3.44
C 1.24 -4.55 1.85
C 3.86 -3.57 -1.54
H -0.81 6.47 -5.65
S -4.88 4.45 1.90
H -5.98 -3.15 -1.39
C -12.86 3.96 0.47
C -0.73 -2.14 -1.59
O -9.30 5.16 1.27
C -8.82 3.09 2.80
H 2.01 -2.80 5.59
H 0.44 -1.23 1.49
O -5.29 5.74 1.06
H -2.29 1.39 -4.27
H -1.04 -1.82 -2.59
H -7.28 -3.96 -2.24
H 0.36 -3.13 0.61
H -5.66 5.75 3.70
H 10.25 -3.31 -2.32
H -12.17 3.87 -0.37
O 1.68 1.07 4.30
C 0.33 1.07 2.10
H -9.29 2.15 3.08
H 5.23 -1.46 1.64
H 0.56 2.11 2.36
H 6.25 -3.54 2.49
S -1.90 3.66 -3.91
O -3.28 -4.14 -3.46
H 1.77 -1.09 5.81
H 2.87 -3.94 -1.79
C 3.93 -2.14 -0.97
H 4.08 -1.50 -1.85
O 2.67 0.83 -1.42
F 4.57 1.40 2.48
H 3.48 -3.76 3.77
C -4.73 5.25 3.46
H -13.17 2.95 0.74
C 9.68 -3.15 -4.40
C 5.90 4.24 5.33
H -2.38 2.33 -5.78
H -1.21 2.41 -0.45
H -0.15 7.54 -3.55
C 2.70 -1.56 -0.24
C 1.40 -3.40 0.83
H 1.74 -3.96 -0.05
H -4.07 -6.90 -1.44
C 2.38 0.90 3.39
C 8.74 -6.90 -4.91
C 4.62 -3.54 -2.90
S 8.76 -5.51 -3.82
C 2.06 -1.85 5.06
H -1.13 -0.92 4.85
H 8.23 -7.71 -4.40
O -6.00 3.56 1.95
P 0.87 -1.88 3.67
C -6.25 -3.62 -2.34
H 4.79 -4.55 -3.28
H -3.91 -6.87 -3.23
O 9.52 -5.85 -2.66
H 5.52 -2.94 -2.84
H -1.60 -2.26 -0.94
H -2.48 -6.58 -2.21
H 5.60 -2.82 4.00
O 4.44 -1.35 2.19
C 4.06 -3.74 2.83
C -5.26 5.65 -0.38
S -9.75 3.82 1.49
H 4.89 -2.04 -0.45
H -7.38 5.34 -0.54
C 1.39 -1.17 2.05
H -6.85 -1.84 -3.38
O -1.12 3.49 -2.72
O -3.26 4.12 -3.84
C 3.85 1.33 3.59
C 5.52 2.75 5.00
C -12.21 4.66 1.65
O 7.22 4.54 5.16
H -6.44 3.86 -0.66
H 5.78 -4.54 3.93
H 8.21 -6.62 -5.81
H 10.75 -1.81 -3.10
S -3.89 -4.72 -2.30
H -7.81 2.92 2.43
O 7.44 -4.98 -3.71
O -5.46 -4.81 -2.54
H -0.33 0.65 2.86
C -0.89 -1.66 4.08
O 0.78 -5.57 1.48
O 2.36 1.00 0.98
O -9.83 2.89 0.40
O -1.10 4.59 -4.93
H -5.14 -2.23 -3.56
C 10.63 -2.88 -3.25
F 4.14 3.65 3.38
O -11.16 3.86 2.23
F 6.49 2.25 4.22
O 5.16 5.02 5.73
H -0.56 6.09 -2.63
H -2.16 6.34 -4.53
H 0.25 3.07 0.34
H -8.81 3.79 3.64
H -4.32 5.19 -0.71
I 4.97 -5.04 -0.37
H -1.23 2.86 1.26
O 9.63 -4.54 -4.75
C -1.14 6.01 -4.72
O -3.65 -4.19 -0.99
C -0.62 2.40 0.47
C -0.21 6.45 -3.60
S 3.12 0.25 -0.19
O 0.19 -1.21 -0.97
F 3.24 3.04 5.24
O 4.55 0.39 -0.16
*
```

Values from the calculation:
- total energy (eV) = -191789.867
- Kohn-Sham gap (eV) = 7.7
- LUMO level (eV) = 0.323